Below is the molecule C5H5NO2 at a distorted geometry, with properties calculated with ωB97M-V/def2-TZVPD.

Calculated values
- relative energy (zero: lowest compared OMol25 entry of this formula, charge and spin) (kcal per mole) = 143.3
- LUMO (alpha / beta) (eV) = -0.6 / -0.6
- spin multiplicity = 1

Each line ends with the Löwdin charge.
Geometry (Å):
C1 -1.06433 -1.30607 -1.23288  -0.0538
C2 -0.68458 -0.05974 -0.76450  -0.2535
C3 0.35734 0.11774 0.22426  -0.2092
C4 -0.77134 -2.46345 -0.49700  -0.0657
C5 1.18098 1.13391 0.91891  -0.0988
N1 1.04710 -0.34936 1.22019  0.1626
O1 -1.36954 1.03749 -1.18985  0.0982
O2 0.51683 -2.65967 -0.24745  0.0286
H1 -1.80236 -1.50193 -2.01177  0.1159
H2 2.02863 1.44858 0.46427  0.0417
H3 0.82308 1.86355 1.65559  0.0926
H4 -0.83996 1.73400 -0.94044  0.0575
H5 0.64477 -3.09221 0.57315  0.0839

Cartesian forces (eV/Å) of the 3 atoms listed first:
0.4 1.4 -0.4
-0.6 -2.6 -1.1
1.1 0.4 2.7


Below is a structure of composition C61H48N7S3Se2Sr at a distorted geometry, with properties calculated with ωB97M-V/def2-TZVPD.

Calculated values
- relative energy (zero: lowest compared OMol25 entry of this formula, charge and spin) (kcal per mole) = 19.0
- LUMO (eV) = -2.2
- spin multiplicity = 1
- total charge = +1

Each line ends with the Löwdin charge.
Geometry (Å):
Sr1 -1.79676 0.94507 0.03786  1.2431
N1 0.22403 0.87240 -1.19846  -0.4456
S1 1.58322 0.67512 -0.72260  0.7494
N2 2.26972 -0.79166 -1.09835  -0.3517
S2 2.19606 -2.06332 -0.22696  0.8799
N3 0.99014 -2.55998 0.60054  -0.3394
S3 -0.59798 -2.54591 0.14136  0.7452
N4 -1.33928 -1.34318 0.44137  -0.4211
C1 -0.50478 -3.07230 -1.56388  -0.3139
C2 -0.34142 -2.03318 -2.46422  -0.1223
C3 -0.21236 -2.32316 -3.81445  -0.0660
C4 -0.24950 -3.63812 -4.25073  -0.0689
C5 -0.40056 -4.66965 -3.32989  -0.0630
C6 -0.52515 -4.39245 -1.97786  -0.0523
C7 -1.14568 -4.00381 0.99816  -0.3137
C8 -0.32154 -5.04560 1.38539  -0.0752
C9 -0.87332 -6.12332 2.05535  -0.0603
C10 -2.23482 -6.15415 2.33337  -0.0604
C11 -3.04563 -5.10132 1.94609  -0.0545
C12 -2.50488 -4.01194 1.27702  -0.0554
C13 2.67578 -3.31713 -1.38619  -0.3039
C14 2.89212 -4.58105 -0.84298  -0.0616
C15 3.22575 -5.62361 -1.68758  -0.0506
C16 3.33329 -5.39676 -3.05451  -0.0559
C17 3.11412 -4.13422 -3.57438  -0.0564
C18 2.78533 -3.07202 -2.74026  -0.0601
C19 3.48627 -2.02800 0.98928  -0.3105
C20 4.74529 -1.68790 0.49815  -0.0591
C21 5.81002 -1.62470 1.37737  -0.0507
C22 5.60634 -1.89332 2.72569  -0.0553
C23 4.34820 -2.22557 3.19264  -0.0529
C24 3.26623 -2.30213 2.32312  -0.0517
C25 1.90452 0.85427 1.03828  -0.2905
C26 0.94247 0.45129 1.95873  -0.0826
C27 1.22625 0.52528 3.31526  -0.0508
C28 2.45158 0.99379 3.75442  -0.0521
C29 3.40931 1.38447 2.83115  -0.0583
C30 3.14099 1.31417 1.47518  -0.0620
C31 2.79505 1.75174 -1.43292  -0.3298
C32 2.45243 3.09615 -1.33982  -0.0527
C33 3.29319 4.04206 -1.89974  -0.0461
C34 4.45123 3.63961 -2.54997  -0.0606
C35 4.77470 2.29555 -2.63924  -0.0622
C36 3.94539 1.33648 -2.07472  -0.0666
H1 -0.28546 -1.00545 -2.11347  0.0562
H2 -0.08593 -1.51719 -4.52421  0.1196
H3 -0.15739 -3.86323 -5.30351  0.1122
H4 -0.42467 -5.69727 -3.66359  0.1136
H5 -0.64923 -5.20915 -1.27792  0.1149
H6 0.73654 -5.01658 1.17867  0.0904
H7 -0.23794 -6.93948 2.36923  0.1106
H8 -2.65778 -6.99589 2.86063  0.1107
H9 -4.10283 -5.11687 2.17545  0.1125
H10 -3.12272 -3.17260 0.99452  0.0942
H11 2.81623 -4.74356 0.22167  0.1093
H12 3.40557 -6.60917 -1.28388  0.1138
H13 3.59452 -6.21082 -3.71372  0.1130
H14 3.19802 -3.96506 -4.63777  0.1166
H15 2.60190 -2.08557 -3.13488  0.1094
H16 4.88458 -1.47586 -0.55083  0.1097
H17 6.79387 -1.36486 1.01487  0.1138
H18 6.43779 -1.84165 3.41299  0.1131
H19 4.19791 -2.42568 4.24323  0.1156
H20 2.27927 -2.55143 2.67841  0.1128
H21 -0.02583 0.03833 1.71328  0.0420
H22 0.45729 0.23859 4.01740  0.1083
H23 2.65652 1.06216 4.81242  0.1135
H24 4.36863 1.75402 3.16493  0.1126
H25 3.89716 1.62701 0.76889  0.1144
H26 1.54122 3.39904 -0.84536  0.1005
H27 3.03588 5.08882 -1.83589  0.1107
H28 5.10281 4.37739 -2.99356  0.1102
H29 5.67453 1.98964 -3.15158  0.1092
H30 4.18718 0.28606 -2.14079  0.0925
C37 -1.98715 1.20765 4.88120  -0.1129
C38 -1.17150 2.30105 5.14539  -0.1079
C39 -0.82262 3.13630 4.10428  -0.0674
C40 -1.29246 2.88237 2.80958  -0.2564
C41 -2.09321 1.77062 2.47330  -0.2030
C42 -2.39931 0.96019 3.58107  -0.1592
C43 -0.94177 3.87092 1.73908  -0.2428
C44 -0.50699 5.19023 2.08633  0.0066
C45 -0.23408 6.09986 1.12088  0.0039
C46 -0.39154 5.74485 -0.24168  -0.1694
C47 -0.13376 6.63374 -1.31029  -0.0333
C48 -0.32559 6.23579 -2.60091  -0.0763
C49 -0.78851 4.92806 -2.87014  -0.0648
C50 -1.04188 4.05624 -1.85087  -0.0349
C51 -0.84547 4.44616 -0.50579  -0.2527
N5 -1.10401 3.53077 0.47504  0.0725
H31 -2.28665 0.55195 5.68700  0.0967
H32 -0.81682 2.49609 6.14864  0.0993
H33 -0.16498 3.96497 4.31847  0.0941
H34 -3.00896 0.07429 3.43283  0.0770
H35 -0.42945 5.46618 3.12285  0.1008
H36 0.08610 7.10285 1.37558  0.1216
H37 0.21119 7.63263 -1.08451  0.1143
H38 -0.13006 6.91698 -3.41458  0.1036
H39 -0.94345 4.61774 -3.89249  0.1065
H40 -1.37866 3.05422 -2.08379  0.0891
Se1 -6.04674 0.15197 0.57367  0.6863
Se2 -6.61754 1.67685 -1.09070  0.6835
C52 -5.57227 3.20708 -0.52559  -0.6691
C53 -5.96199 4.41996 -1.09180  -0.1220
C54 -5.31765 5.56506 -0.66944  -0.0602
C55 -4.35601 5.46358 0.32857  -0.0473
C56 -4.05953 4.20551 0.82059  -0.1306
N6 -4.62472 3.08304 0.37337  0.0375
C57 -5.06430 -1.03299 -0.58668  -0.6937
C58 -5.47279 -2.36061 -0.63844  -0.1130
C59 -4.83771 -3.22599 -1.51337  -0.0540
C60 -3.84263 -2.72085 -2.33264  -0.0472
C61 -3.51322 -1.38301 -2.19581  -0.1535
N7 -4.07056 -0.55335 -1.32580  -0.0013
H41 -6.76027 4.46734 -1.82027  0.0979
H42 -5.58717 6.52459 -1.08823  0.1112
H43 -3.85334 6.33172 0.72488  0.1059
H44 -3.34357 4.06778 1.61793  0.0889
H45 -6.29859 -2.69306 -0.02572  0.1005
H46 -5.13969 -4.26129 -1.57385  0.1154
H47 -3.33008 -3.32993 -3.06024  0.1059
H48 -2.75097 -0.94781 -2.82861  0.1069

Cartesian forces (eV/Å) of the 3 atoms listed first:
-2.1 1.1 0.0
0.9 0.2 -0.1
-0.2 -0.4 0.1


Below is a cluster of 2 separate species, C5H15NO in total at a distorted geometry, with properties calculated with ωB97M-V/def2-TZVPD.

Calculated values
- relative energy (zero: lowest compared OMol25 entry of this formula, charge and spin) (kcal per mole) = 50.8
- LUMO (eV) = 0.9
- spin multiplicity = 1
- SMILES = CC(C)CCN.O

Each line ends with the Löwdin charge.
Geometry (Å):
C1 0.23462 1.18309 1.77204  -0.2702
C2 -0.43111 0.22496 0.65327  -0.1576
C3 0.27759 0.28549 -0.69213  -0.4814
C4 0.25887 -1.02351 -1.32821  -0.1058
C5 -0.17462 1.55826 -1.47124  -0.0435
N1 1.65077 1.46950 1.57720  -0.0692
H1 0.26850 0.62513 2.69325  0.0840
H2 -0.50016 2.02030 1.91872  0.1037
H3 -0.55875 -0.75488 1.21688  0.1160
H4 -1.43519 0.51073 0.56490  0.0772
H5 1.33435 0.45224 -0.52362  0.0953
H6 0.52974 -1.03834 -2.35375  0.0628
H7 -0.80284 -1.29068 -1.52357  0.0941
H8 0.79114 -1.81848 -0.79268  0.0966
H9 0.30079 1.43524 -2.47901  0.0891
H10 0.00168 2.46781 -0.96436  0.0602
H11 -1.21646 1.41800 -1.77268  0.0748
H12 2.04728 2.01297 2.36908  0.0675
H13 2.34754 1.60419 0.73304  0.1200
H14 -2.36366 -3.89947 -0.01323  0.0271
H15 -1.12383 -3.33455 0.42737  -0.0036
O1 -1.43627 -4.10798 -0.01129  -0.0370

Cartesian forces (eV/Å) of the 3 atoms listed first:
-0.8 -0.5 -1.5
1.8 -0.2 2.8
0.9 1.8 1.6


Below is a structure of composition C19H21N8OS2Sn, with properties calculated with ωB97M-V/def2-TZVPD.

Calculated values
- relative energy (zero: lowest compared OMol25 entry of this formula, charge and spin) (kcal per mole) = 6.4
- LUMO (alpha / beta) (eV) = 0.1 / -0.1
- spin multiplicity = 2

Each line ends with the Mulliken spin population.
Geometry (Å):
Sn1 -1.17615 -0.30581 -1.15261  0.0377
N1 -0.92205 1.19997 3.31501  0.0226
C1 -0.80269 0.65707 2.03578  0.0701
S1 -2.30317 0.30066 1.19506  -0.0005
N2 0.37858 0.49483 1.57105  -0.0475
N3 0.52051 0.05525 0.26179  0.1724
C2 1.80501 -0.08520 -0.14753  0.2594
C3 2.94291 0.08778 0.79506  -0.0124
C4 3.03692 -0.68106 1.95622  0.0245
C5 4.10586 -0.52524 2.82600  -0.0092
C6 5.09892 0.41173 2.55607  0.0186
C7 5.01653 1.18049 1.40362  -0.0109
C8 3.94608 1.01675 0.53067  0.0371
C9 2.02437 -0.41504 -1.50968  0.0786
C10 3.28789 -0.74450 -2.07682  0.0634
C11 3.37431 -1.05216 -3.40612  0.0159
C12 2.21187 -1.05961 -4.21024  0.1313
C13 1.01711 -0.77093 -3.60093  -0.0479
N4 0.90956 -0.45788 -2.29767  0.1526
H1 -1.77181 0.99056 3.80609  0.0006
H2 -0.07453 1.19963 3.86126  -0.0009
H3 2.26392 -1.41058 2.16930  -0.0042
H4 4.16650 -1.13855 3.71759  0.0001
H5 5.92929 0.54301 3.24212  0.0021
H6 5.78419 1.91295 1.18360  -0.0009
H7 3.87858 1.62574 -0.36556  0.0007
H8 4.16473 -0.76697 -1.44447  0.0186
H9 4.33495 -1.30595 -3.83923  0.0003
H10 2.25158 -1.29324 -5.26639  0.0105
H11 0.08261 -0.79226 -4.15995  0.0032
N5 -1.69881 -3.19567 1.57002  0.0011
N6 -2.65652 -3.82814 0.76928  0.0017
C14 -2.46602 -4.13305 -0.51017  -0.0057
N7 -3.44994 -4.89003 -1.07483  0.0015
S2 -1.14349 -3.59384 -1.39199  0.0078
H12 -0.82612 -3.26087 1.06066  0.0002
H13 -1.93667 -2.21521 1.60164  -0.0008
H14 -3.48390 -4.12152 1.25154  0.0001
H15 -4.02895 -5.47436 -0.49555  -0.0001
H16 -3.24905 -5.22919 -1.99626  0.0000
O1 -1.79920 1.99327 -1.86209  0.0008
N8 -2.58759 2.70929 -1.10375  0.0008
C15 -3.87963 2.36508 -0.96183  0.0014
C16 -4.72362 3.10861 -0.16078  0.0004
C17 -4.23801 4.21056 0.51758  0.0022
C18 -2.89888 4.52557 0.38251  0.0007
C19 -2.08898 3.75924 -0.42730  0.0021
H17 -4.17789 1.49136 -1.52090  0.0003
H18 -5.75789 2.80140 -0.06882  0.0001
H19 -4.89085 4.81334 1.13854  0.0003
H20 -2.46443 5.36347 0.90979  0.0001
H21 -1.03595 3.92925 -0.57639  -0.0006

Cartesian forces (eV/Å) of the 3 atoms listed first:
0.1 0.0 -0.1
0.1 0.0 -0.5
-0.2 0.0 0.2


Below is a cluster of 3 separate species, C34H75N3O5P in total, with properties calculated with ωB97M-V/def2-TZVPD.

Calculated values
- LUMO (eV) = 2.5
- spin multiplicity = 1
- total charge = -1

Each line ends with the Löwdin charge.
Geometry (Å):
C1 -1.61316 -2.78396 2.82509  -0.0124
C2 -0.54752 -2.06564 2.52109  -0.0850
C3 -0.45084 -0.61680 2.07631  -0.4657
C4 -1.67337 0.25122 2.47610  -0.1628
O1 -1.55795 0.88790 3.72335  -0.1440
C5 -1.92730 0.13485 4.86236  -0.2514
C6 -2.92874 0.91751 5.71444  -0.0665
O2 0.68610 -0.10198 2.68712  -0.2811
P1 1.90729 0.61854 1.58320  0.6050
C7 1.13562 2.34175 1.87929  -0.3480
N1 1.61417 3.04695 3.07972  -0.0552
C8 3.24198 1.24805 0.37160  -0.3159
C9 4.60459 1.52389 1.02328  -0.2833
C10 5.56781 0.33586 0.91605  -0.2332
C11 6.70274 0.40837 1.94281  -0.2118
C12 8.00611 -0.31351 1.54911  -0.2140
C13 7.84630 -1.55576 0.65067  -0.2235
C14 8.82046 -2.68951 0.99376  -0.2297
C15 8.33747 -3.64690 2.09181  -0.2612
C16 7.64631 -3.00378 3.29226  -0.1122
O3 0.76569 0.37146 0.25219  -0.2664
C17 -0.19558 -0.58925 0.52979  -0.3529
C18 -1.42484 -0.32370 -0.35984  -0.1329
C19 -1.32112 -1.00894 -1.73156  -0.1725
C20 -2.09377 -2.33253 -1.92830  -0.1632
C21 -2.40371 -3.06742 -0.64428  -0.1737
O4 -3.02896 -4.34035 -0.98299  -0.0511
C22 -3.98641 -4.77783 -0.14070  -0.3610
O5 -5.04914 -4.25626 0.01514  0.0902
H1 -1.51838 -3.78554 3.22452  0.0494
H2 -2.61586 -2.39798 2.68805  0.0500
H3 0.43591 -2.52567 2.55708  0.1165
H4 -1.80621 1.03337 1.72953  0.1039
H5 -2.58660 -0.35914 2.44400  0.1106
H6 -2.34059 -0.82789 4.55677  0.0975
H7 -1.01993 -0.07860 5.43530  0.1206
H8 -2.92770 1.96375 5.41324  0.0649
H9 -3.93952 0.51611 5.62130  0.0648
H10 -2.66680 0.86248 6.77257  0.0627
H11 2.75072 0.75917 2.74466  0.0147
H12 2.38670 -0.74820 1.35035  0.0256
H13 1.30959 2.97899 1.00686  0.0614
H14 0.05666 2.23566 1.98410  0.0568
H15 2.62505 2.95996 3.12872  0.0250
H16 1.25798 2.54179 3.88535  0.0462
H17 2.91126 2.12324 -0.19253  0.0593
H18 3.36918 0.44556 -0.36344  0.0637
H19 5.07802 2.38316 0.53015  0.0990
H20 4.49889 1.79920 2.07798  0.0754
H21 5.99277 0.32351 -0.09277  0.1117
H22 4.98612 -0.57852 1.05152  0.1010
H23 6.35409 0.02053 2.90393  0.1044
H24 6.93379 1.46469 2.11119  0.1030
H25 8.53514 -0.61093 2.45744  0.0869
H26 8.66405 0.39623 1.03932  0.1044
H27 8.02871 -1.26637 -0.38550  0.1037
H28 6.82725 -1.94545 0.70146  0.1050
H29 8.97698 -3.28866 0.09162  0.0983
H30 9.80234 -2.27507 1.24529  0.1053
H31 7.65128 -4.37030 1.64266  0.1019
H32 9.18895 -4.22481 2.46273  0.0965
H33 6.83593 -2.33696 2.99636  0.0619
H34 8.34568 -2.42676 3.90123  0.0719
H35 7.21348 -3.77148 3.93540  0.0686
H36 0.20118 -1.58046 0.23869  0.1337
H37 -2.35950 -0.56435 0.15074  0.0991
H38 -1.43640 0.75496 -0.52822  0.1172
H39 -1.67974 -0.30364 -2.48484  0.0912
H40 -0.26373 -1.16650 -1.95517  0.1079
H41 -3.01645 -2.18782 -2.49299  0.1157
H42 -1.47692 -3.00627 -2.53040  0.1056
H43 -3.09871 -2.51092 -0.01739  0.1131
H44 -1.49951 -3.28977 -0.07764  0.1210
H45 -3.71035 -5.71070 0.38031  0.1400
C23 -0.71961 -3.05336 -6.70970  -0.0906
C24 -0.71765 -1.80791 -5.83696  -0.2729
N2 0.31468 -0.85238 -6.20153  -0.1989
C25 0.49918 0.19230 -5.20625  -0.2394
C26 -0.65613 1.16959 -4.96568  -0.0881
C27 0.31730 -0.42256 -7.58750  -0.2508
C28 -0.95507 0.23798 -8.13828  -0.0854
H46 0.26183 -3.52995 -6.70312  0.0789
H47 -1.45150 -3.76647 -6.32771  0.0715
H48 -0.98836 -2.83276 -7.74379  0.0612
H49 -0.52266 -2.10429 -4.80264  0.1083
H50 -1.73022 -1.37220 -5.84237  0.1030
H51 1.39917 0.75575 -5.46750  0.1124
H52 0.72612 -0.30708 -4.26019  0.1054
H53 -0.74992 1.91400 -5.75644  0.0534
H54 -0.47708 1.71073 -4.03455  0.0739
H55 -1.60880 0.64833 -4.86228  0.0597
H56 0.54709 -1.29081 -8.21028  0.0976
H57 1.16450 0.25643 -7.71543  0.1125
H58 -1.85285 -0.29965 -7.82902  0.0651
H59 -0.92939 0.23409 -9.23027  0.0671
H60 -1.05607 1.27360 -7.81725  0.0528
C29 -8.30997 2.83427 1.16721  -0.0967
C30 -6.96915 2.79239 1.88498  -0.2796
N3 -5.86162 2.46095 1.00897  -0.1976
C31 -4.63365 2.14775 1.72424  -0.2420
C32 -3.95429 3.25531 2.53615  -0.0673
C33 -5.71166 3.30158 -0.16576  -0.2476
C34 -5.52385 4.81024 0.04875  -0.0840
H61 -8.49828 1.89315 0.64843  0.0782
H62 -9.11030 2.99540 1.89145  0.0685
H63 -8.36195 3.64468 0.43909  0.0607
H64 -7.00738 2.01527 2.65359  0.1164
H65 -6.82650 3.74546 2.42125  0.1001
H66 -3.91459 1.75702 0.99897  0.1013
H67 -4.85729 1.31501 2.39924  0.1110
H68 -3.44602 3.97872 1.89923  0.0620
H69 -3.19595 2.80953 3.18207  0.0517
H70 -4.66448 3.79158 3.16910  0.0676
H71 -6.58796 3.15310 -0.80198  0.0973
H72 -4.86890 2.90813 -0.73969  0.1146
H73 -6.21234 5.19877 0.80140  0.0637
H74 -5.72279 5.34175 -0.88451  0.0674
H75 -4.51069 5.06076 0.35811  0.0551

Cartesian forces (eV/Å) of the 3 atoms listed first:
-0.3 -0.1 0.0
0.2 0.2 -0.2
0.2 0.1 0.2


Computed E (eV) in order:
-10845.1003; -238490.9176; -8964.1567; -61512.3965; -60469.4476